1.
Density functional theory data (ωB97M-V with the def2-TZVPD basis set) for a molecular structure, C2H4O4S in a non-equilibrium geometry.

Structure (XYZ):
```
11
Properties=species:S:1:pos:R:3:forces:R:3
C -0.7922 1.2199 -0.2126 2.2 -3.4 2.9
C -0.4245 -0.7265 0.5968 1.2 3.5 -4.1
O 1.4982 -0.5739 -1.2691 -0.3 -0.2 -0.7
O 2.4034 0.2266 0.8693 -1.3 -0.4 -0.5
O 0.5698 1.4994 -0.1463 0.2 -0.7 -0.4
O -0.7272 -1.9123 0.0549 -0.4 0.2 4.1
S 1.2628 0.0254 0.0009 0.8 0.1 1.6
H -1.2297 1.0701 -1.1131 -1.0 -0.4 -2.9
H -1.2615 1.8573 0.4447 -1.5 1.1 1.4
H -0.5512 -0.6841 1.6256 -0.2 -0.1 1.8
H -0.7480 -2.0019 -0.8511 0.3 0.4 -3.3
```
Forces are in eV/Å.

Results
Relative energy (zero: lowest compared OMol25 entry of this formula, charge and spin): 72.4 kcal per mole
2S+1: 1
E_HOMO: -0.3654 hartree

Löwdin atomic charge list, values in e, 2 entries: number 1, C, carries -0.030; number 2, C, carries -0.167

2.
Density functional theory data (ωB97M-V with the def2-TZVPD basis set) for a single C2H4OP2 molecule in a non-equilibrium geometry.

Structure (XYZ):
```
9
Properties=species:S:1:pos:R:3:forces:R:3
C -1.0451 1.1026 0.5865 1.3 -0.1 -0.7
C 0.3985 -1.3967 -0.5690 0.1 -1.8 1.3
O -3.5850 0.2144 -0.2403 -0.4 -0.2 -0.7
P -0.9337 -1.6304 0.4354 0.3 -2.1 -1.3
P -2.1248 0.0780 -0.1792 1.5 1.2 2.2
H -1.0676 2.1761 0.5730 -0.3 0.4 0.4
H -0.0192 0.6395 0.8048 -1.7 1.1 -0.6
H 1.1320 -2.2844 -0.5863 -0.9 1.8 0.1
H 0.6474 -0.4317 -0.9859 0.0 -0.3 -0.7
```
Forces are in eV/Å.

Results
Relative energy (zero: lowest compared OMol25 entry of this formula, charge and spin): 27.8 kcal per mole
2S+1: 1
E_HOMO (alpha / beta): -0.3429 / -0.3428 hartree

Löwdin atomic charge list, values in e, 2 entries: number 1, C, carries -0.288; number 2, C, carries -0.448

3.
Density functional theory data (ωB97M-V with the def2-TZVPD basis set) for 2 unconnected molecules or ions with the total composition C2H4OS in a non-equilibrium geometry.

Structure (XYZ):
```
8
Properties=species:S:1:pos:R:3:forces:R:3
C -0.6901 -0.2276 -0.7058 1.6 0.6 -0.6
C 0.1042 -0.9522 0.0493 -3.6 -2.2 1.5
H -0.0903 0.3724 -1.4278 -1.6 0.0 0.2
H -1.7254 -0.2061 -0.4618 -0.8 0.3 -0.8
H -0.3416 -1.6863 0.7813 0.9 1.0 -0.6
H 1.0976 -0.8549 -0.0729 3.4 -0.2 -0.1
O 1.5553 1.7324 0.8315 0.2 0.0 0.0
S 0.0903 1.8223 1.0062 0.0 0.5 0.4
```
Forces are in eV/Å.

Results
Relative energy (zero: lowest compared OMol25 entry of this formula, charge and spin): 78.0 kcal per mole
SMILES string: C=C.O=S
2S+1: 1
E_HOMO (alpha / beta): -0.3190 / -0.3156 hartree

Löwdin atomic charge list, values in e, 2 entries: number 1, C, carries -0.176; number 2, C, carries -0.135

4.
Density functional theory data (ωB97M-V with the def2-TZVPD basis set) for a single C2H4OS molecule in a non-equilibrium geometry.

Structure (XYZ):
```
8
Properties=species:S:1:pos:R:3:forces:R:3
C 1.3220 -0.6460 -0.8517 -5.1 0.3 4.5
C 0.0871 -0.4205 0.2255 8.3 -3.2 -3.1
O -0.7676 0.5125 0.0868 -2.1 2.1 -1.6
S -1.6509 1.1750 1.3555 0.7 -1.0 1.2
H 2.1510 -1.4077 -0.8441 -1.5 0.6 0.7
H 0.9912 -0.3385 -1.8091 0.1 0.7 -0.9
H 0.2024 -0.9093 1.1937 -0.2 0.1 0.0
H -2.3352 2.0345 0.6434 -0.2 0.4 -0.8
```
Forces are in eV/Å.

Results
Relative energy (zero: lowest compared OMol25 entry of this formula, charge and spin): 99.4 kcal per mole
SMILES string: C=COS
2S+1: 1
E_HOMO (alpha / beta): -0.2875 / -0.2877 hartree

Löwdin atomic charge list, values in e, 2 entries: number 1, C, carries 0.035; number 2, C, carries -0.281

5.
Density functional theory data (ωB97M-V with the def2-TZVPD basis set) for 2 unconnected molecules or ions with the total composition C2H4OS in a non-equilibrium geometry.

Structure (XYZ):
```
8
Properties=species:S:1:pos:R:3:forces:R:3
C 0.5268 -0.1425 1.3129 1.0 1.7 0.5
C 1.6139 -0.0710 0.3015 0.0 -0.4 0.0
O -0.9022 -0.7771 -1.6632 -0.3 -0.7 1.3
S 2.1326 -0.7956 1.7321 0.4 -0.9 -0.3
H 0.4998 0.7741 1.8667 -0.9 0.6 0.0
H -0.4168 -0.6013 1.1802 -0.5 -1.1 -0.1
H -1.4779 -1.3255 -1.0559 1.2 1.0 -1.0
H -0.0563 -0.5860 -1.1905 -1.0 -0.3 -0.5
```
Forces are in eV/Å.

Results
Relative energy (zero: lowest compared OMol25 entry of this formula, charge and spin): 85.3 kcal per mole
2S+1: 1
E_HOMO: -0.3638 hartree

Löwdin atomic charge list, values in e, 2 entries: number 1, C, carries -0.540; number 2, C, carries -0.353

6.
Density functional theory data (ωB97M-V with the def2-TZVPD basis set) for 2 unconnected molecules or ions with the total composition C2H4OS in a non-equilibrium geometry.

Structure (XYZ):
```
8
Properties=species:S:1:pos:R:3:forces:R:3
C 0.4841 0.2352 -0.0764 6.4 -0.4 -1.3
C -0.9380 0.3991 -0.0510 0.6 3.7 -2.2
H 0.5283 -1.9045 1.2175 1.0 1.5 -3.8
H 1.0651 0.8246 0.7531 -1.3 -1.6 -0.5
H 1.2283 0.8175 -0.8940 -2.9 -1.0 1.0
H -1.3032 1.3934 -0.3785 0.8 0.2 1.0
O 1.0046 -1.1321 -0.3834 -2.2 0.8 5.3
S -2.0693 -0.6331 -0.1874 -2.4 -3.3 0.5
```
Forces are in eV/Å.

Results
Relative energy (zero: lowest compared OMol25 entry of this formula, charge and spin): 155.2 kcal per mole
2S+1: 1
E_HOMO: -0.3228 hartree

Löwdin atomic charge list, values in e, 2 entries: number 1, C, carries -0.444; number 2, C, carries -0.788

7.
Density functional theory data (ωB97M-V with the def2-TZVPD basis set) for a single C2H4OS2 molecule in a non-equilibrium geometry.

Structure (XYZ):
```
9
Properties=species:S:1:pos:R:3:forces:R:3
C -0.7638 0.1707 0.8867 -0.6 -1.8 1.0
C 0.4343 -0.0559 -0.0377 -2.0 0.3 -1.8
O -2.9183 -1.9247 2.6308 0.5 0.4 0.0
S -0.5388 0.0564 2.5976 -0.1 0.1 0.4
S -1.5079 -1.7769 2.2276 0.2 0.4 -0.6
H -1.8539 0.2645 0.6869 1.2 0.3 -0.8
H 0.4683 0.9235 -0.7259 0.7 -2.1 1.6
H 0.1602 -0.9109 -0.8014 0.7 1.5 1.5
H 1.2953 -0.3615 0.6251 -0.6 0.8 -1.3
```
Forces are in eV/Å.

Results
Relative energy (zero: lowest compared OMol25 entry of this formula, charge and spin): 58.4 kcal per mole
2S+1: 1
E_HOMO (alpha / beta): -0.3082 / -0.3175 hartree

Löwdin atomic charge list, values in e, 2 entries: number 1, C, carries -0.659; number 2, C, carries -0.186

8.
Density functional theory data (ωB97M-V with the def2-TZVPD basis set) for a molecular structure, C2H4P2 in a non-equilibrium geometry.

Structure (XYZ):
```
8
Properties=species:S:1:pos:R:3:forces:R:3
C 1.0671 -1.2134 -0.0282 1.2 -2.6 0.7
C -0.0871 0.9801 0.4335 3.4 0.3 0.5
P 2.0456 0.1308 0.2399 -3.1 0.6 0.0
P -0.6261 -0.7924 0.3334 0.7 0.5 1.7
H 1.4125 -2.3454 -0.0299 -0.5 2.4 -0.4
H -0.0482 1.5464 1.3907 -0.5 -1.1 -0.2
H -0.1850 1.7816 -0.2802 -0.4 -0.4 -0.9
H -1.1369 -1.0481 -0.8920 -0.8 0.3 -1.5
```
Forces are in eV/Å.

Results
Relative energy (zero: lowest compared OMol25 entry of this formula, charge and spin): 36.9 kcal per mole
2S+1: 1
E_HOMO: -0.3038 hartree

Löwdin atomic charge list, values in e, 2 entries: number 1, C, carries -0.866; number 2, C, carries -0.500

9.
Density functional theory data (ωB97M-V with the def2-TZVPD basis set) for a single C2H4P2 molecule in a non-equilibrium geometry.

Structure (XYZ):
```
8
Properties=species:S:1:pos:R:3:forces:R:3
C -0.8492 0.3748 0.9529 0.4 2.1 -0.2
C -0.3400 -0.7143 0.4362 3.8 -0.6 0.0
P 1.6648 -0.0516 -1.8212 0.7 1.6 -3.0
P 1.8195 -0.7690 0.0346 -2.9 -0.6 3.7
H -1.8967 0.3996 1.0955 -1.2 -0.2 0.4
H -0.4316 1.4242 1.1382 0.1 -1.9 -0.4
H -0.7853 -1.6908 0.3539 -0.4 0.1 -0.2
H 3.0814 -0.1387 -2.1259 -0.7 -0.4 -0.3
```
Forces are in eV/Å.

Results
Relative energy (zero: lowest compared OMol25 entry of this formula, charge and spin): 41.0 kcal per mole
2S+1: 3
E_HOMO (alpha / beta): -0.2508 / -0.3313 hartree

Löwdin atomic charge list, values in e, 2 entries: number 1, C, carries -0.138; number 2, C, carries -0.381

10.
Density functional theory data (ωB97M-V with the def2-TZVPD basis set) for a single C2H4S2 molecule in a non-equilibrium geometry.

Structure (XYZ):
```
8
Properties=species:S:1:pos:R:3:forces:R:3
S 1.8194 0.4948 0.1277 0.4 0.1 0.1
C 0.1843 0.3914 -0.6171 1.0 -0.4 -1.0
C -0.7454 -0.4382 0.1352 -3.6 -0.6 -3.3
S -1.1863 1.3461 0.1331 0.4 -0.5 -0.5
H 1.5798 -0.1240 1.3150 -0.1 0.3 -0.5
H 0.3377 0.2647 -1.7518 -0.8 0.4 1.9
H -1.5356 -1.1480 -0.3847 1.8 1.6 0.9
H -0.4539 -0.7867 1.0426 0.9 -1.0 2.5
```
Forces are in eV/Å.

Results
Relative energy (zero: lowest compared OMol25 entry of this formula, charge and spin): 20.2 kcal per mole
SMILES string: S[C@H]1CS1
2S+1: 1
E_HOMO: -0.3254 hartree

Löwdin atomic charge list, values in e, 2 entries: number 1, S, carries 0.683; number 2, C, carries -1.008

11.
Density functional theory data (ωB97M-V with the def2-TZVPD basis set) for a single C2H4S2 molecule in a non-equilibrium geometry.

Structure (XYZ):
```
8
Properties=species:S:1:pos:R:3:forces:R:3
C -1.2530 -0.2152 1.3293 1.1 0.6 -2.5
C -0.2440 -0.0293 0.0844 -0.3 0.2 1.3
S -0.5871 1.3211 -0.7719 0.9 -1.2 -0.2
S 1.3481 -1.0721 -0.1304 -2.3 0.7 1.7
H -0.8014 0.3437 2.1313 -0.4 0.8 0.2
H -1.4176 -1.1535 1.7132 0.5 -2.8 0.6
H -2.2732 0.0070 0.9769 0.7 1.0 0.3
H 1.2986 -1.7152 1.1338 -0.1 0.7 -1.5
```
Forces are in eV/Å.

Results
Relative energy (zero: lowest compared OMol25 entry of this formula, charge and spin): 23.9 kcal per mole
SMILES string: CC(=S)S
2S+1: 1
E_HOMO: -0.3236 hartree

Löwdin atomic charge list, values in e, 2 entries: number 1, C, carries -0.185; number 2, C, carries -1.105

12.
Density functional theory data (ωB97M-V with the def2-TZVPD basis set) for a single C2H4S3 molecule in a non-equilibrium geometry.

Structure (XYZ):
```
9
Properties=species:S:1:pos:R:3:forces:R:3
C 1.8118 -0.5079 -0.0084 -2.4 -0.4 0.0
S 0.1581 0.4894 -0.0198 -0.3 0.8 0.0
C -1.7081 -0.0749 0.0055 2.7 -0.8 0.0
S -2.2345 -1.5889 0.0029 -0.2 0.1 0.0
S -2.6468 1.3649 0.0061 -0.3 0.1 0.0
H 2.5147 0.3099 0.0035 0.1 0.2 0.0
H 1.8637 -1.0972 -0.9130 0.2 -0.1 -0.1
H 1.8560 -1.1175 0.8832 0.2 -0.1 0.1
H -1.6150 2.2222 0.0400 0.1 0.0 0.0
```
Forces are in eV/Å.

Results
Relative energy (zero: lowest compared OMol25 entry of this formula, charge and spin): 27.5 kcal per mole
SMILES string: CSC(=S)S
2S+1: 1
E_HOMO: -0.3207 hartree

Löwdin atomic charge list, values in e, 2 entries: number 1, C, carries -0.316; number 2, S, carries 0.666